Arrangement 1

ORCA calculation (ωB97M-V with the def2-TZVPD basis set) on a cluster of 3 separate species, C5H10 in total.

Element x y z (Å)
1 C -1.335 -0.986 1.569
2 C -1.526 -1.191 0.270
3 C 0.600 0.204 -1.747
4 C 1.645 0.676 -1.152
5 C 0.401 1.505 -1.026
6 H -1.615 -0.050 2.046
7 H -0.888 -1.744 2.209
8 H 1.173 -0.042 1.581
9 H -1.244 -2.126 -0.207
10 H -1.966 -0.429 -0.370
11 H 0.134 -0.556 -2.354
12 H 2.689 0.605 -0.894
13 H 1.769 0.335 1.826
14 H -0.146 1.523 -0.076
15 H 0.313 2.435 -1.598

Calculated values
Multiplicity = 1
Net charge = 0
HOMO-LUMO gap = 10.8 eV

---

Arrangement 2

ORCA calculation (ωB97M-V with the def2-TZVPD basis set) on a structure of composition C5H10.

Element x y z (Å)
1 C 1.917 0.015 0.066
2 C 0.504 0.406 0.460
3 C -0.618 -0.846 0.450
4 C -1.721 -0.192 -0.362
5 C -0.605 0.882 -0.533
6 H 2.691 0.756 0.266
7 H 2.193 -0.853 0.663
8 H 2.054 -0.254 -0.981
9 H 0.505 0.772 1.492
10 H -0.154 -1.653 -0.090
11 H -0.939 -1.100 1.445
12 H -2.601 0.140 0.202
13 H -2.090 -0.707 -1.264
14 H -0.947 1.868 -0.287
15 H -0.189 0.765 -1.526

Calculated values
Multiplicity = 1
Net charge = 0
HOMO-LUMO gap = 10.0 eV

---

Arrangement 3

ORCA calculation (ωB97M-V with the def2-TZVPD basis set) on the molecule C5H10.

Element x y z (Å)
1 C 1.426 -0.543 -0.995
2 C 0.584 -0.143 0.154
3 C -0.106 1.211 0.049
4 C -1.395 0.468 0.596
5 C -0.674 -0.908 0.350
6 H 1.059 -0.335 -1.981
7 H 2.364 0.000 -0.854
8 H 1.703 -1.645 -1.133
9 H 1.253 -0.250 1.110
10 H 0.217 2.036 0.676
11 H -0.187 1.453 -0.977
12 H -2.410 0.702 0.133
13 H -1.474 0.628 1.614
14 H -0.937 -1.401 -0.636
15 H -0.598 -1.692 1.116

Calculated values
Multiplicity = 1
Net charge = 0
HOMO-LUMO gap = 11.5 eV

---

Which is most stable, and by how much? arrangement 3, by 11.0 kcal/mol.

---

Arrangement 1

ORCA calculation (ωB97M-V with the def2-TZVPD basis set) on the molecule C5H10.

Element x y z (Å)
1 C 2.042 -0.985 -0.428
2 C 1.354 0.353 -0.582
3 C -0.143 0.192 -0.376
4 C -0.990 0.756 0.473
5 C -2.411 0.323 0.774
6 H 1.338 -1.811 -0.570
7 H 2.340 -1.272 0.592
8 H 2.938 -1.184 -1.010
9 H 1.374 0.698 -1.621
10 H 1.681 1.189 0.032
11 H -0.595 -0.675 -0.868
12 H -0.749 1.687 0.996
13 H -2.599 -0.605 0.236
14 H -3.055 1.157 0.504
15 H -2.525 0.177 1.847

Calculated values
Multiplicity = 1
Net charge = 0
HOMO-LUMO gap = 10.4 eV

---

Arrangement 2

ORCA calculation (ωB97M-V with the def2-TZVPD basis set) on the molecule C5H10.

Element x y z (Å)
1 C -0.840 -0.755 0.638
2 C -1.188 0.542 -0.107
3 C 0.225 1.271 -0.306
4 C 1.316 0.154 -0.164
5 C 0.499 -1.149 0.040
6 H -0.829 -0.596 1.727
7 H -1.438 -1.649 0.439
8 H -1.580 0.304 -1.104
9 H -1.993 1.106 0.403
10 H 0.281 1.748 -1.297
11 H 0.390 2.078 0.424
12 H 1.993 0.338 0.682
13 H 1.960 0.070 -1.055
14 H 0.946 -1.958 0.632
15 H 0.255 -1.562 -0.950

Calculated values
Multiplicity = 1
Net charge = 0
HOMO-LUMO gap = 12.3 eV

---

Arrangement 3

ORCA calculation (ωB97M-V with the def2-TZVPD basis set) on a cluster of 2 separate species, C5H10 in total.

Element x y z (Å)
1 C -3.038 1.350 0.278
2 C -3.755 2.471 0.027
3 H -1.992 1.561 0.572
4 H -3.522 0.431 0.070
5 H -3.499 3.406 0.402
6 H -4.813 2.238 -0.376
7 C 3.208 -1.746 -0.514
8 C 1.779 -1.680 -0.070
9 C 1.409 -0.468 0.540
10 H 3.667 -2.720 -0.678
11 H 3.872 -1.378 0.314
12 H 3.238 -1.280 -1.530
13 H 1.001 -2.300 -0.327
14 H 0.403 -0.342 0.923
15 H 2.041 0.456 0.369

Calculated values
Multiplicity = 1
Net charge = 0
HOMO-LUMO gap = 10.3 eV

---

Which is most stable, and by how much? arrangement 2, by 19.1 kcal/mol.

---

Arrangement 1

ORCA calculation (ωB97M-V with the def2-TZVPD basis set) on a cluster of 2 separate species, CH5NO2Si in total.

Element x y z (Å)
1 C 1.262 -0.695 -0.483
2 N -2.030 0.000 0.094
3 O -2.864 0.799 -0.257
4 O -2.270 -1.059 0.704
5 Si 0.673 1.023 0.121
6 H 1.249 -1.376 0.385
7 H 0.505 -1.110 -1.158
8 H 2.357 -0.771 -0.753
9 H 0.725 2.352 -0.238
10 H 0.392 0.837 1.584

Calculated values
Multiplicity = 1
Net charge = 0
HOMO-LUMO gap (spin up / spin down) = 6.6 / 6.6 eV

---

Arrangement 2

ORCA calculation (ωB97M-V with the def2-TZVPD basis set) on the molecule CH5NO2Si.

Element x y z (Å)
1 C 0.322 -0.431 0.589
2 N -1.077 -0.609 0.821
3 O -1.773 0.390 0.723
4 O -1.504 -1.786 0.917
5 Si 0.595 0.765 -1.030
6 H 0.936 0.058 1.380
7 H 0.646 -1.471 0.512
8 H -0.569 1.668 -1.015
9 H 1.812 1.277 -0.489
10 H 0.612 0.140 -2.407

Calculated values
Multiplicity = 1
Net charge = 0
HOMO-LUMO gap = 10.7 eV

---

Which is most stable, and by how much? arrangement 2, by 34.6 kcal/mol.